The following is a DFT calculation (ωB97M-V/def2-TZVPD) of a cluster of 2 separate species, C12H28N2O4S in total.

Its energy relative to the best compared isomer or geometry (same formula, charge and spin) is 0.0 kJ/mol. Its maximum force is 1.616 eV Å⁻¹. The HOMO-LUMO gap comes out at 8.71 eV. For the HOMO energy, the calculation gives -8.0 eV. The LUMO energy is 0.70 eV. Its total energy is -1282.634628 Eh.

Cartesian coordinates (Å):
C (-5.84, 0.73, -2.30)
C (-4.88, 1.90, -2.11)
N (-4.08, 1.75, -0.90)
C (-2.65, 2.00, -1.11)
C (-1.98, 0.82, -1.80)
O (-2.36, -0.45, -1.27)
S (-1.44, -1.05, -0.07)
O (-0.64, 0.04, 0.46)
O (-2.60, -1.26, 1.04)
C (-4.57, 2.56, 0.18)
C (-4.79, 1.85, 1.49)
O (-4.82, 3.75, 0.05)
H (-5.32, -0.20, -2.46)
H (-6.50, 0.61, -1.44)
H (-6.49, 0.92, -3.16)
H (-4.24, 1.95, -2.99)
H (-5.45, 2.82, -2.10)
H (-2.16, 2.25, -0.18)
H (-2.53, 2.86, -1.78)
H (-2.31, 0.80, -2.84)
H (-0.90, 0.95, -1.82)
H (-2.57, -0.48, 1.60)
H (-5.65, 1.20, 1.43)
H (-3.93, 1.25, 1.75)
H (-4.98, 2.60, 2.25)
C (5.50, -1.59, -1.32)
C (4.45, -0.92, -0.45)
N (3.75, -1.84, 0.42)
C (2.55, -1.27, 1.02)
C (2.71, -0.09, 1.98)
C (4.60, -2.63, 1.30)
C (5.54, -1.88, 2.26)
H (5.07, -2.43, -1.87)
H (5.91, -0.88, -2.04)
H (6.34, -1.97, -0.72)
H (3.71, -0.46, -1.11)
H (4.92, -0.09, 0.10)
H (2.01, -2.08, 1.53)
H (1.90, -0.95, 0.20)
H (3.12, -0.40, 2.95)
H (1.73, 0.35, 2.17)
H (3.35, 0.69, 1.57)
H (5.20, -3.29, 0.68)
H (3.95, -3.29, 1.88)
H (6.08, -1.08, 1.76)
H (6.28, -2.58, 2.66)
H (5.01, -1.45, 3.11)